No. 1
DFT (the ωB97M-V functional and the def2-TZVPD basis) results for an isolated ion of composition C4H8NO2S and charge +1 in a non-equilibrium geometry.

Cartesian coordinates (Å):
H 1.805 1.436 -0.595
H -0.666 2.304 0.338
S -2.951 0.686 -0.058
H 0.591 0.809 -1.436
C -1.325 0.102 0.223
O -3.829 -0.419 -0.379
H 0.658 -2.517 0.374
C 0.331 -1.523 -0.092
H 0.183 1.154 1.531
N 0.902 0.942 -0.445
H 1.503 -0.084 1.135
O -0.996 -1.172 0.391
C 1.338 -0.425 0.082
H 0.316 -1.894 -1.179
H 2.323 -0.634 -0.336
C -0.183 1.236 0.445

Atoms 1-3, force components in eV/Å:
-1.008 0.782 1.074
1.041 -2.155 -0.138
3.514 -1.146 0.162

Results
multiplicity = 1
E_HOMO = -12.58 eV
energy above the lowest of the compared OMol25 structures with the same formula, charge and spin = 33.99 kcal per mole
net charge = +1


No. 2
DFT (the ωB97M-V functional and the def2-TZVPD basis) results for C4H8NO3 as an isolated structure in a non-equilibrium geometry.

Cartesian coordinates (Å):
O -1.726 -1.865 -1.309
C 0.322 0.697 1.792
C 0.113 0.386 -0.739
C 0.638 1.276 0.431
H -0.539 -0.508 -0.074
O -0.403 1.047 -1.644
H 1.719 1.406 0.322
H -0.144 -1.419 -2.511
O 1.075 1.305 2.864
C -0.422 -1.891 -1.542
H -0.014 -2.900 -1.385
H 0.465 -0.388 1.792
H 0.771 0.817 3.634
H -0.750 0.724 2.085
N 0.439 -0.993 -0.558
H 0.165 2.257 0.384

Atoms 1-3, force components in eV/Å:
0.451 0.385 0.483
-0.505 -1.003 0.821
2.522 3.098 -1.509

Results
multiplicity = 1
E_HOMO = -3.03 eV
energy above the lowest of the compared OMol25 structures with the same formula, charge and spin = 129.05 kcal per mole
net charge = -1


No. 3
DFT (the ωB97M-V functional and the def2-TZVPD basis) results for a 2-piece molecular cluster, C4H8NO3 overall in a non-equilibrium geometry.

Cartesian coordinates (Å):
O -2.778 -2.599 -0.277
H 1.864 1.502 -0.834
H -0.452 -3.524 -0.422
N -1.774 -0.643 0.260
H 0.341 -2.130 0.277
C -0.378 -2.438 -0.477
O -0.196 1.696 0.395
C 0.926 2.010 0.858
H -0.099 -2.026 -1.447
O 1.319 1.835 2.039
H -2.596 -0.067 0.374
H 2.929 2.704 0.123
C -1.763 -1.900 -0.162
H -0.909 -0.121 0.408
H 1.615 3.281 -0.848
C 1.952 2.422 -0.268

Atoms 1-3, force components in eV/Å:
0.504 0.253 -0.231
0.818 0.104 -0.641
0.145 0.050 -0.531

Results
multiplicity = 1
E_HOMO = -4.49 eV
energy above the lowest of the compared OMol25 structures with the same formula, charge and spin = 11.66 kcal per mole
net charge = -1